{"formula": "C28H39ClF16I2N4O9P", "method": "ωB97M-V/def2-TZVPD", "elements": ["C", "C", "C", "Cl", "C", "C", "C", "C", "N", "O", "C", "C", "C", "O", "C", "I", "C", "C", "I", "O", "C", "C", "P", "O", "O", "O", "N", "C", "C", "N", "N", "C", "O", "H", "H", "H", "H", "H", "H", "H", "H", "H", "H", "H", "H", "H", "H", "H", "H", "H", "H", "H", "H", "H", "H", "H", "H", "H", "H", "H", "H", "H", "H", "H", "C", "C", "C", "F", "F", "F", "F", "O", "C", "C", "F", "F", "F", "F", "H", "H", "H", "H", "C", "C", "C", "F", "F", "F", "F", "O", "C", "C", "F", "F", "F", "F", "H", "H", "H", "H"], "positions_angstrom": [[-2.404, 2.243, 1.644], [-2.410, 1.068, 0.602], [-2.044, 1.627, -0.773], [-3.389, 2.821, -1.107], [-1.694, 0.706, -1.968], [-1.647, 1.618, -3.235], [-2.855, 2.147, -4.041], [-2.553, 3.574, -4.502], [-1.332, 3.820, -5.216], [-3.323, 4.464, -4.289], [-0.185, 0.159, -1.837], [0.864, 1.282, -2.270], [2.319, 0.805, -2.109], [3.053, 1.196, -3.272], [0.389, -0.117, -0.405], [0.932, 1.486, 0.941], [0.677, -1.322, 0.083], [0.551, -2.615, -0.675], [1.469, -1.676, 2.050], [0.148, -0.791, -2.832], [-0.780, -1.676, -3.391], [-2.304, -1.359, -3.303], [-2.964, -0.970, -4.950], [-4.260, -0.314, -5.063], [-1.864, -0.253, -5.870], [-3.114, -2.454, -5.573], [-2.653, -0.494, -2.098], [-4.089, -0.146, -2.022], [-5.124, -1.245, -2.338], [-6.374, -0.520, -2.652], [-2.206, -1.370, -1.052], [-2.982, -1.850, -0.224], [-3.738, -2.277, 0.556], [-1.750, 3.035, 1.289], [-1.963, 1.887, 2.566], [-3.405, 2.614, 1.813], [-3.419, 0.668, 0.691], [-1.741, 0.318, 1.018], [-1.207, 2.304, -0.687], [-1.154, 2.512, -2.885], [-1.034, 1.106, -3.973], [-3.042, 1.669, -4.997], [-3.822, 2.273, -3.574], [-1.482, 4.712, -5.678], [-0.607, 4.017, -4.529], [0.668, 2.246, -1.809], [0.822, 1.440, -3.343], [2.414, -0.273, -2.048], [2.818, 1.285, -1.274], [3.651, 1.910, -3.049], [1.025, -2.568, -1.647], [-0.452, -3.017, -0.728], [1.118, -3.381, -0.154], [-0.547, -1.756, -4.453], [-0.616, -2.691, -3.031], [-2.756, -2.310, -3.052], [-2.076, -0.464, -6.788], [-3.464, -2.334, -6.464], [-4.383, 0.634, -2.714], [-4.380, 0.264, -1.062], [-5.343, -1.899, -1.495], [-4.889, -1.877, -3.189], [-7.078, -0.813, -1.985], [-6.715, -0.874, -3.537], [-1.329, -0.250, 7.771], [-2.338, 0.506, 6.880], [-2.048, 0.580, 5.378], [-0.887, 1.204, 5.105], [-3.031, 1.284, 4.763], [-2.535, 1.741, 7.383], [-3.523, -0.156, 7.000], [-0.347, 0.497, 8.486], [0.847, 0.869, 7.895], [0.980, 2.390, 7.753], [-0.043, 2.912, 7.053], [2.123, 2.682, 7.091], [1.029, 0.225, 6.725], [1.830, 0.453, 8.717], [-1.934, -0.690, 8.562], [-0.882, -1.095, 7.248], [-2.022, -0.421, 4.937], [1.002, 2.862, 8.738], [8.169, -2.490, 1.041], [8.231, -0.948, 1.011], [7.401, -0.178, 2.044], [6.079, -0.421, 1.935], [7.574, 1.151, 1.854], [7.949, -0.520, -0.238], [9.528, -0.616, 1.251], [7.299, -3.160, 0.126], [5.965, -3.354, 0.413], [5.051, -2.587, -0.549], [5.318, -1.270, -0.549], [3.757, -2.737, -0.165], [5.698, -3.078, 1.702], [5.714, -4.669, 0.241], [9.160, -2.815, 0.726], [8.051, -2.871, 2.055], [7.722, -0.423, 3.060], [5.170, -2.957, -1.569]], "forces_ev_per_a": [[0.4083, -0.6186, -0.5232], [0.0754, 0.9073, 1.4527], [-1.0667, -0.4557, 0.4292], [0.2154, -0.1552, -0.1923], [0.5812, 1.3263, -0.4935], [-1.0761, -0.9409, -0.7858], [-0.1486, 1.2291, -0.6201], [0.5048, 0.1245, 0.4255], [-0.3186, -0.1693, 0.3257], [-0.7510, 0.3329, -0.2197], [1.7356, 2.2940, 0.3544], [-0.2050, -0.2970, -0.5612], [0.6019, 0.7938, -0.3684], [-0.1749, -0.1091, -0.2953], [-0.6204, -0.6636, 0.9956], [-0.2120, 0.0908, -0.7151], [0.2025, -0.4305, 0.2027], [0.8063, -0.7261, 0.5716], [-0.3674, -0.0864, -0.5748], [-0.9004, -0.2818, 0.0915], [-0.0832, -0.6593, -0.1526], [1.0068, 0.1710, -0.1654], [-1.3940, -0.0897, -1.9496], [-0.5557, 0.5359, 0.7214], [0.2809, -0.5501, 0.9685], [1.0179, 0.2466, 0.7742], [1.0819, -0.2964, -0.1180], [-2.0750, -0.1137, -0.3823], [-0.6488, -0.2087, 0.0116], [0.1246, -0.5673, 0.1896], [-0.4345, -0.7036, 0.9686], [-1.9059, 0.1953, 0.5303], [1.7038, 0.3940, -0.9676], [-0.1512, 0.2625, 0.0265], [-0.1717, -0.0055, 0.2642], [-0.0521, 0.1990, 0.0920], [-0.0592, -0.2103, -0.5754], [0.2378, -0.1486, -0.5598], [0.3352, -0.1573, 0.1467], [0.4520, -0.0831, 0.1115], [0.3495, 0.2422, 0.0426], [0.2207, -0.5443, 0.1739], [0.1044, -0.3061, 0.3459], [0.0507, 0.0937, -0.0831], [0.2571, -0.3628, -0.1472], [0.1796, -0.0402, 0.2802], [-0.3419, -0.0977, -0.0704], [-0.1996, -0.1085, 0.2202], [-0.1862, -0.3190, 0.4615], [0.0732, 0.0497, 0.0255], [-0.1905, 0.2244, -0.2677], [-0.2689, 0.1830, -0.1730], [0.0309, -0.0359, 0.0976], [0.1641, 0.2579, -0.0500], [-0.1118, 0.0297, 0.4679], [-0.3315, -0.0975, -0.2676], [0.2778, 0.2944, -0.2774], [-0.2887, -0.4023, -0.1249], [0.7937, 0.0597, -0.3497], [0.6843, -0.0142, 0.3426], [0.4552, -0.0984, 0.1424], [0.3577, 0.0244, 0.0276], [-0.0872, 0.2608, 0.0938], [0.0262, 0.3668, -0.2444], [0.1593, -0.5350, 0.3805], [0.2816, 0.4612, 0.6572], [-0.2211, -0.1404, -0.3844], [0.1303, 0.0364, 0.1582], [-0.0940, -0.0456, 0.1624], [0.0608, 0.0960, -0.1760], [0.0602, -0.2456, -0.2339], [-0.1323, 0.5788, -0.6474], [-0.4482, -0.8788, 0.2180], [0.0989, 0.4218, 0.1002], [-0.1201, -0.1580, -0.1017], [0.0428, -0.1676, 0.0371], [0.0238, 0.2385, -0.1522], [0.1159, 0.1780, 0.0504], [-0.0759, 0.1345, 0.0078], [0.0633, 0.1463, -0.2435], [0.0137, -0.0468, 0.1140], [0.0411, -0.1214, 0.0523], [0.3276, -0.5428, 0.1410], [-0.2279, -0.3150, -0.6932], [0.1048, 0.4066, 0.3641], [-0.0524, -0.2367, -0.1760], [0.1328, -0.0782, -0.1006], [-0.1610, 0.0989, 0.0571], [-0.0024, -0.0336, 0.3132], [-0.4438, 0.7218, 0.0053], [0.9362, -0.2672, 0.4799], [-0.1593, 0.1652, -0.3964], [0.0891, 0.0744, 0.1654], [0.0149, -0.1859, -0.0023], [-0.2359, 0.1855, -0.0648], [-0.1860, -0.0078, -0.1752], [-0.0127, 0.1022, -0.1150], [-0.2338, 0.1686, 0.0665], [0.0477, -0.0841, -0.0388], [0.0435, -0.1592, 0.0703]], "homo_lumo_gap_ev": 7.64, "total_energy_ev": -135539.494, "charge": 1}